Entry 1:
{
  "formula": "C18H44ClF5OP2RuTe",
  "method": "ωB97M-V/def2-TZVPD",
  "lumo_ev": [2.488, 1.263],
  "charge": -1,
  "s_squared": 8.760,
  "total_energy_ev": -75988.3437,
  "multiplicity": 6,
  "orbital_gap_ev": [3.7, 7.2],
  "largest_force_ev_per_a": 7.0,
  "elements": ["Ru", "P", "C", "C", "C", "C", "H", "C", "H", "H", "H", "H", "H", "H", "H", "C", "C", "H", "H", "H", "H", "H", "H", "C", "H", "C", "H", "H", "H", "H", "H", "H", "Cl", "H", "H", "P", "C", "C", "C", "C", "H", "C", "H", "H", "H", "H", "H", "H", "H", "C", "C", "H", "H", "H", "H", "H", "H", "C", "H", "C", "H", "H", "H", "H", "H", "H", "F", "Te", "F", "F", "F", "F", "O"],
  "xyz": [[0.83733, 0.94240, 1.06818], [-0.30658, 1.90089, 2.60111], [-1.87762, 1.32321, 3.39542], [1.07394, 2.00484, 3.89002], [-0.64753, 3.49522, 1.73158], [-2.10350, -0.19814, 3.31205], [-2.65735, 1.81050, 2.78173], [-1.95372, 1.82223, 4.84524], [-1.19734, 1.31044, 5.46150], [-2.95517, 1.59646, 5.24401], [-1.79441, 2.90708, 4.90024], [-2.17030, -0.56239, 2.27611], [-3.04517, -0.47242, 3.82351], [-1.28309, -0.74515, 3.80472], [-1.71734, 3.37608, 1.44379], [0.20708, 3.48710, 0.45237], [-0.51994, 4.72288, 2.66797], [-1.33652, 4.73525, 3.41154], [-0.60286, 5.62348, 2.04885], [0.44553, 4.74181, 3.18468], [0.47282, 2.41452, 0.12320], [1.12584, 4.08062, 0.55811], [-0.34912, 3.87239, -0.43014], [1.40447, 0.59538, 4.39522], [0.73770, 2.67662, 4.70807], [2.30194, 2.53500, 3.13601], [0.56574, 0.06843, 4.87922], [2.23229, 0.66373, 5.11487], [1.77253, -0.00580, 3.52554], [2.47112, 1.90032, 2.22671], [3.19373, 2.41727, 3.76502], [2.23007, 3.58355, 2.83723], [2.40857, -0.72628, 1.37491], [-0.37378, -0.19077, 1.07295], [-0.61883, 0.72150, 0.44515], [-0.08824, -1.84840, -2.89070], [-1.07257, -0.85440, -4.09229], [1.43963, -2.62449, -3.58596], [-1.27395, -2.92933, -1.90297], [-0.81444, 0.64943, -3.94349], [-2.10331, -1.02406, -3.74368], [-0.98065, -1.39498, -5.50865], [-0.01203, -1.20525, -5.98967], [-1.76944, -0.92615, -6.10464], [-1.16668, -2.47413, -5.52932], [-1.15131, 1.01228, -2.96935], [-1.36388, 1.21527, -4.70998], [0.24775, 0.93805, -3.98934], [-2.10344, -2.21101, -1.72891], [-0.65658, -3.23592, -0.51415], [-1.88869, -4.09755, -2.67103], [-2.50269, -3.73202, -3.50582], [-2.56183, -4.65449, -1.99833], [-1.14095, -4.80797, -3.07373], [-0.15040, -2.34187, -0.09964], [0.06190, -4.07981, -0.54666], [-1.46049, -3.50946, 0.18266], [2.33168, -1.55634, -4.22710], [1.11709, -3.37332, -4.32878], [2.20409, -3.24342, -2.40817], [1.82166, -0.93743, -4.97253], [3.18590, -2.04983, -4.71382], [2.74077, -0.85852, -3.48916], [2.37555, -2.49919, -1.61785], [3.18234, -3.58433, -2.74914], [1.68068, -4.09486, -1.95722], [3.89046, 0.87033, -3.22014], [3.56346, 1.76742, -1.47625], [5.50300, 1.66110, -0.93412], [1.75736, 2.28902, -2.16719], [4.12449, 3.31925, -2.39612], [3.22896, 3.03272, 0.02329], [0.47935, -0.90187, -1.84810]],
  "atomic_forces_ev_per_a": [[4.703, -4.082, -3.223], [-1.667, 1.015, 4.056], [-0.284, 0.123, -0.118], [-0.795, 0.617, 0.050], [-0.613, 0.350, 0.335], [0.008, -0.168, 0.106], [0.155, -0.080, 0.350], [-0.283, -0.070, -0.112], [-0.306, 0.246, -0.131], [0.321, 0.065, 0.055], [-0.011, -0.248, 0.107], [0.154, 0.220, 0.349], [0.274, 0.224, -0.098], [-0.281, 0.169, -0.232], [0.551, 0.080, 0.110], [-0.487, 1.581, -0.544], [-0.259, -0.120, -0.615], [0.363, -0.010, -0.234], [0.045, 0.019, 0.267], [-0.195, 0.032, -0.101], [-0.217, 1.927, -0.664], [-0.122, -0.483, -0.047], [0.203, -0.116, 0.557], [0.157, -0.341, -0.254], [0.410, -0.260, -0.274], [0.280, -0.169, 0.194], [0.273, 0.239, -0.220], [-0.166, 0.000, -0.041], [-0.393, 0.318, 0.971], [0.270, 0.775, 0.649], [-0.094, 0.061, -0.075], [-0.022, -0.226, -0.127], [0.655, -0.483, -0.270], [-1.156, -1.356, 0.336], [-1.604, -0.086, -1.319], [1.373, 2.227, 2.723], [-0.267, -0.504, 0.179], [-0.827, -0.381, -0.254], [0.219, 0.377, -0.509], [0.444, 0.318, 0.107], [0.065, -0.057, -0.124], [-0.198, 0.017, -0.404], [-0.266, 0.003, 0.181], [0.161, -0.023, -0.174], [0.068, 0.035, -0.056], [0.064, -0.173, -0.047], [0.072, -0.254, 0.018], [-0.304, -0.266, -0.078], [0.492, -0.110, -0.061], [0.068, -0.174, -0.171], [-0.025, -0.442, 0.193], [0.188, -0.096, 0.090], [0.187, 0.023, -0.257], [-0.268, 0.326, 0.239], [-0.201, -0.481, -0.362], [-0.375, 0.463, -0.019], [0.086, -0.046, -0.153], [0.016, 0.214, -0.155], [0.403, -0.054, 0.116], [-0.107, -0.231, 0.188], [0.062, -0.170, 0.040], [-0.219, 0.088, 0.063], [-0.222, -0.272, -0.079], [-0.176, -0.094, -0.289], [0.017, -0.075, -0.084], [0.108, 0.097, -0.142], [0.203, 0.341, 0.088], [-0.078, -0.074, 0.024], [-0.603, 0.174, -0.329], [0.497, 0.073, 0.077], [-0.123, -0.419, 0.260], [0.196, 0.160, -0.098], [-0.598, -0.302, -0.532]],
  "mulliken_charge": [-0.974, 0.982, 0.774, 0.220, 0.492, -1.295, 0.449, -1.425, 0.240, 0.471, 0.261, 0.306, 0.449, 0.253, 0.515, -1.237, -1.450, 0.313, 0.465, 0.239, 0.109, 0.383, 0.501, -1.025, 0.609, -1.618, 0.244, 0.466, -0.024, 0.379, 0.454, 0.273, -0.651, 0.069, -0.118, 0.295, 0.668, 0.566, 0.497, -1.367, 0.383, -1.562, 0.247, 0.474, 0.355, 0.256, 0.454, 0.221, 0.296, -1.450, -1.521, 0.350, 0.419, 0.276, 0.143, 0.256, 0.439, -1.421, 0.547, -1.407, 0.232, 0.482, 0.249, 0.239, 0.465, 0.260, -0.585, 1.496, -0.564, -0.512, -0.421, -0.550, -0.304]
}

=====

Entry 2:
{
  "formula": "C11H24N4O3P",
  "method": "ωB97M-V/def2-TZVPD",
  "lumo_ev": -3.368,
  "smiles": "C=CN1C(NCCOCC)=[NH+]CO[C@]1(CCO)[PH2]=N",
  "charge": 1,
  "total_energy_ev": -33176.9474,
  "multiplicity": 1,
  "orbital_gap_ev": 8.6,
  "largest_force_ev_per_a": 2.7,
  "elements": ["C", "C", "N", "C", "N", "C", "C", "O", "C", "C", "N", "C", "O", "C", "C", "C", "O", "P", "N", "H", "H", "H", "H", "H", "H", "H", "H", "H", "H", "H", "H", "H", "H", "H", "H", "H", "H", "H", "H", "H", "H", "H", "H"],
  "xyz": [[-0.51776, -1.01758, 2.93945], [0.39716, -0.28408, 2.35705], [0.56551, -0.28146, 0.89976], [0.41271, 1.06342, 0.51067], [-0.79665, 1.47519, 0.33321], [-1.18252, 2.82744, -0.06268], [-2.49605, 2.75007, -0.87213], [-2.51451, 1.55767, -1.63673], [-3.54575, 0.65946, -1.25262], [-3.64352, -0.49856, -2.24040], [1.43970, 1.93464, 0.28118], [2.81517, 1.44395, 0.61035], [2.81862, 0.19009, 1.18848], [1.96462, -0.69239, 0.53552], [2.19021, -2.12820, 0.99462], [1.26635, -3.14206, 0.31136], [0.62348, -3.94806, 1.27924], [2.23999, -0.72645, -1.34891], [3.74393, -1.09388, -1.59421], [-0.27594, -1.53668, 3.85574], [-1.53108, -1.10929, 2.57107], [1.02210, 0.33037, 2.98899], [-1.56353, 0.83387, 0.48760], [-0.44968, 3.28934, -0.71048], [-1.29476, 3.45460, 0.81726], [-3.32739, 2.76263, -0.16779], [-2.54957, 3.57295, -1.57349], [-4.48431, 1.21070, -1.21234], [-3.40705, 0.22835, -0.24585], [-4.38895, -0.22318, -2.97618], [-2.69174, -0.67318, -2.72912], [-3.98612, -1.38051, -1.71571], [1.40245, 2.19810, -0.69973], [3.24208, 2.12368, 1.33870], [3.43303, 1.52945, -0.28489], [2.15825, -2.22462, 2.07391], [3.20128, -2.37184, 0.67600], [0.49586, -2.63095, -0.27116], [1.83895, -3.73496, -0.40571], [-0.19190, -4.28335, 0.88737], [1.99161, 0.55473, -1.90278], [1.35457, -1.65072, -1.93117], [4.22115, -0.35868, -2.10343]],
  "atomic_forces_ev_per_a": [[-1.129, -0.657, 0.505], [0.366, -0.403, -0.098], [0.111, 2.684, 0.229], [-0.166, -0.447, -0.328], [-0.699, 0.878, -0.043], [-0.474, 0.176, -0.497], [0.241, -0.647, 0.330], [0.070, -0.078, 0.172], [-0.214, -0.491, -0.044], [-0.299, 0.836, 0.189], [0.522, -1.468, -0.357], [0.148, 1.167, 0.220], [0.505, -0.375, -0.328], [-1.574, -0.888, 0.227], [0.760, -0.201, -0.665], [-0.552, 0.197, -0.075], [-0.054, 0.006, 0.070], [2.256, 0.054, -0.502], [-0.541, 0.151, 0.125], [-0.477, 1.012, 0.903], [0.262, -1.245, -0.817], [1.243, -0.580, -0.304], [0.243, -0.300, -0.180], [0.429, -0.185, 0.059], [-0.012, 0.110, 0.103], [-0.238, 0.171, -0.147], [-0.118, 0.394, 0.163], [-0.175, -0.007, 0.022], [0.355, 0.327, 0.110], [0.035, -0.226, -0.399], [0.124, -0.128, 0.003], [0.004, -0.284, -0.046], [-0.084, 0.770, 0.204], [-0.012, 0.054, 0.179], [-0.049, -0.309, -0.167], [-0.182, 0.114, 0.133], [0.277, 0.126, 0.227], [-0.056, 0.136, 0.023], [0.070, -0.194, 0.108], [0.197, -0.119, 0.152], [-0.882, -0.270, 0.151], [-0.487, 0.373, 0.390], [0.255, -0.235, 0.004]],
  "mulliken_charge": [-0.710, -0.203, 0.349, 0.158, 0.031, -0.532, -0.635, -0.375, -0.059, -1.292, -0.276, -0.684, -0.393, 0.432, -0.970, -0.557, -0.544, 0.285, -0.766, 0.277, 0.216, 0.343, 0.167, 0.312, 0.365, 0.401, 0.384, 0.385, 0.196, 0.327, 0.313, 0.355, 0.325, 0.378, 0.401, 0.446, 0.619, 0.323, 0.371, 0.331, 0.072, 0.176, 0.256]
}

=====

Entry 3:
{
  "formula": "C4H10NS",
  "method": "ωB97M-V/def2-TZVPD",
  "lumo_ev": 3.715,
  "smiles": "CNCCC[S-]",
  "charge": -1,
  "total_energy_ev": -16634.2433,
  "multiplicity": 1,
  "orbital_gap_ev": 6.1,
  "largest_force_ev_per_a": 4.5,
  "elements": ["C", "N", "C", "C", "C", "S", "H", "H", "H", "H", "H", "H", "H", "H", "H", "H"],
  "xyz": [[-1.21230, -1.85503, 0.82230], [-1.19828, -0.89493, -0.29340], [-0.66872, 0.58966, -0.33195], [0.79766, 0.39252, -0.50660], [1.57652, 1.55203, 0.02334], [1.00786, 3.11706, -0.73547], [-1.11537, -1.46268, 1.83094], [-2.08561, -2.54439, 0.73950], [-0.16370, -2.26520, 0.74257], [-0.71061, -1.28906, -1.08067], [-1.32909, 1.23718, -1.16369], [-1.11752, 1.04199, 0.58115], [1.06619, -0.52914, 0.02161], [0.98684, 0.09859, -1.60393], [1.48904, 1.43600, 1.08558], [2.67709, 1.37542, -0.13128]],
  "atomic_forces_ev_per_a": [[2.263, 0.632, -0.955], [-1.748, 1.862, -1.030], [-4.315, -1.313, -0.318], [0.553, -0.206, -1.456], [1.597, 0.156, -1.226], [0.322, -0.008, 0.420], [-0.752, 0.752, 0.056], [0.990, 0.223, 0.137], [-1.193, -1.178, 0.300], [-0.143, -0.538, 0.055], [2.278, -2.063, 1.771], [1.262, -0.102, -0.154], [0.099, 0.043, 0.324], [-0.122, 0.889, 1.244], [-0.375, 0.630, 1.009], [-0.718, 0.220, -0.177]],
  "mulliken_charge": [-0.728, -0.513, -0.293, -0.374, -0.869, -0.635, 0.291, 0.237, 0.240, 0.277, 0.197, 0.273, 0.174, 0.181, 0.273, 0.269]
}